C2H7NO3S in the gas phase in a non-equilibrium geometry, computed with ωB97M-V with the def2-TZVPD basis set.

Structure (XYZ):
```
14
Properties=species:S:1:pos:R:3
C 2.05889 -0.46074 1.74306
C -1.79931 0.57158 -2.03141
N 1.39554 -0.42603 0.44792
O -1.29355 -0.86329 0.38511
O -1.53856 1.35077 -0.89000
O 0.65996 0.67232 0.38939
S -1.16565 0.53601 0.52373
H 2.01275 0.54212 2.16262
H 1.60839 -1.23675 2.41893
H 3.09005 -0.91271 1.69286
H -1.39786 -0.39241 -1.89303
H -1.45100 1.09620 -2.93356
H -2.95431 0.69781 -2.35492
H 0.77466 -1.17489 0.33929
```

Energy relative to the best compared isomer or geometry (same formula, charge and spin): 3.705 eV



12 unconnected molecules or ions with the total composition C42H117N9O12 in a non-equilibrium geometry, computed with ωB97M-V with the def2-TZVPD basis set.

Structure (XYZ):
```
180
Properties=species:S:1:pos:R:3
C -2.84352 6.30990 2.38664
O -2.70763 4.91381 2.06043
C -2.78740 4.68750 0.67195
C -1.49010 4.72903 -0.09764
C -1.67851 4.60822 -1.59843
N -0.53200 3.66164 0.25375
H -1.99760 6.88574 1.94180
H -2.81224 6.46622 3.45224
H -3.77981 6.76985 2.14059
H -3.16974 3.63963 0.50026
H -3.49814 5.36403 0.17527
H -1.07459 5.71217 0.16787
H -2.35546 5.34334 -2.03435
H -2.05756 3.60298 -1.88974
H -0.68175 4.68797 -1.97062
H -0.21702 3.85858 1.23054
H -1.09565 2.85648 0.40579
C 2.86948 0.69716 6.42806
O 2.84925 0.23660 5.10837
C 2.23272 1.20890 4.30361
C 0.81461 1.54358 4.57910
C -0.03813 0.25461 4.65909
N 0.29660 2.39210 3.49109
H 3.61697 0.08978 6.89553
H 1.88617 0.65227 6.92703
H 3.13224 1.77017 6.51042
H 2.76269 2.13403 4.17945
H 2.16151 0.69410 3.32961
H 0.62915 2.08395 5.48336
H 0.26051 -0.42119 5.47163
H -0.01325 -0.23312 3.70139
H -1.03394 0.58712 5.00395
H -0.62235 2.86134 3.70869
H 0.14924 1.79343 2.67539
C 2.19997 -3.30084 -4.52910
O 2.65018 -3.92363 -3.29494
C 2.08571 -3.31093 -2.15897
C 2.37743 -4.16865 -0.93720
C 3.86774 -4.40643 -0.70424
N 1.76648 -5.49144 -0.99377
H 2.37084 -2.25830 -4.41763
H 1.12645 -3.45326 -4.59675
H 2.68431 -3.80484 -5.36161
H 2.35883 -2.26392 -2.12149
H 0.92386 -3.39547 -2.24394
H 2.02975 -3.60997 -0.04793
H 4.36954 -4.76954 -1.57863
H 4.06410 -5.07212 0.10767
H 4.42011 -3.49519 -0.49046
H 2.33892 -6.07360 -1.60188
H 0.81021 -5.46886 -1.40644
C 4.77456 -0.31462 -4.23045
O 3.51061 0.12018 -4.70234
C 2.90650 1.08127 -3.85333
C 1.69104 1.56463 -4.64846
C 0.92803 2.64375 -3.79842
N 0.71244 0.50846 -4.80682
H 4.70029 -0.58028 -3.14948
H 5.59223 0.40512 -4.38223
H 5.03468 -1.21500 -4.81124
H 2.50602 0.65867 -2.88187
H 3.67657 1.86622 -3.70513
H 2.07008 1.95550 -5.59047
H 1.64690 3.27189 -3.27617
H 0.41635 2.10392 -2.97946
H 0.28935 3.31267 -4.36159
H -0.19325 0.82812 -5.04444
H 0.96077 -0.24722 -5.46309
C -4.80765 -3.56320 0.60838
O -3.41896 -3.79968 0.50133
C -3.09995 -5.18248 0.38626
C -1.62408 -5.41189 0.18187
C -0.72545 -4.63698 1.17751
N -1.28815 -4.97458 -1.14686
H -5.23961 -3.82861 1.60122
H -5.40880 -4.07882 -0.15770
H -4.89885 -2.47153 0.44416
H -3.40742 -5.72655 1.27634
H -3.59742 -5.67183 -0.49007
H -1.36631 -6.45763 0.16788
H -0.97911 -3.54766 1.24201
H 0.33751 -4.76564 0.83330
H -0.84752 -5.06466 2.18964
H -1.69171 -4.03656 -1.30053
H -1.66983 -5.50372 -1.94520
C 5.75992 -2.72997 7.09973
O 4.45214 -3.15142 7.38242
C 3.73698 -3.45033 6.25255
C 2.37072 -4.04679 6.60035
C 1.52926 -4.27121 5.37569
N 1.67732 -3.09543 7.43199
H 5.84102 -2.04219 6.24501
H 6.27194 -3.64822 6.80888
H 6.20884 -2.32764 7.96896
H 3.55765 -2.46730 5.73116
H 4.28408 -4.15515 5.61907
H 2.57032 -5.02205 7.07146
H 0.53514 -4.54209 5.71014
H 1.91625 -4.91200 4.57801
H 1.32284 -3.32475 4.89503
H 2.23107 -3.04692 8.31245
H 1.73881 -2.18084 7.02332
C -5.16025 6.63608 -3.08785
O -4.23128 6.06093 -3.98822
C -4.24566 4.62827 -4.10655
C -3.67241 4.19544 -5.42065
C -2.20988 4.64340 -5.55255
N -4.65463 4.76359 -6.42227
H -5.07776 7.71213 -3.26045
H -4.85996 6.46428 -2.03733
H -6.18873 6.27906 -3.18192
H -3.73755 4.18298 -3.25917
H -5.28398 4.29679 -4.12660
H -3.80415 3.13855 -5.49543
H -1.43243 4.17851 -4.89540
H -2.18113 5.72805 -5.41192
H -1.75459 4.43423 -6.53150
H -4.59415 5.76935 -6.50878
H -4.61028 4.32527 -7.32764
C 2.97087 2.81987 -0.41843
O 4.27983 2.23059 -0.61547
C 4.62911 1.68117 0.62045
C 5.93409 0.90315 0.48956
C 6.99531 1.75641 -0.22576
N 5.59132 -0.37311 -0.25902
H 2.45321 2.95213 -1.36179
H 3.06288 3.76928 0.06844
H 2.39352 2.12285 0.23813
H 4.73797 2.48182 1.32455
H 3.85471 1.00832 1.03438
H 6.32695 0.64356 1.47657
H 7.19520 2.69732 0.30242
H 6.62971 2.07496 -1.18716
H 7.94881 1.27476 -0.41253
H 6.41067 -1.01360 -0.24129
H 5.18029 -0.19687 -1.19244
C 1.65564 -0.75869 1.21544
O 0.58417 0.12405 1.22310
C -0.63703 -0.48074 0.93001
C -0.72966 -0.98749 -0.52811
C -0.25424 0.10298 -1.46150
N -2.04448 -1.39989 -0.72617
H 1.99655 -0.99690 0.20908
H 1.35651 -1.68535 1.74592
H 2.49695 -0.42230 1.76308
H -0.76795 -1.34295 1.62287
H -1.41371 0.22149 1.15548
H 0.12292 -1.73050 -0.60290
H -0.82210 1.00180 -1.21316
H -0.46965 -0.17129 -2.52800
H 0.78490 0.34332 -1.32236
H -2.32815 -2.14234 -0.05613
H -2.27062 -1.65218 -1.68427
C -3.84346 -0.69186 3.38713
C -4.36618 0.29337 4.43482
O -4.18286 -0.16160 5.71876
H -2.74258 -0.73523 3.46582
H -4.14653 -0.35671 2.42324
H -4.28113 -1.69544 3.56196
H -5.46318 0.41004 4.33601
H -4.01786 1.29867 4.16470
H -3.35559 -0.04490 6.11114
C -5.40498 0.64718 -1.56322
C -3.98866 1.25950 -1.60409
O -3.36114 1.29663 -0.39121
H -5.33704 -0.43381 -1.49333
H -5.84457 0.80934 -2.53374
H -6.08890 1.08618 -0.83398
H -3.95795 2.28066 -2.05712
H -3.38150 0.55403 -2.22814
H -3.07905 0.33586 -0.26056
C -1.81499 -3.09081 -5.00126
C -3.06661 -2.69107 -4.35850
O -2.74848 -1.55244 -3.56765
H -1.05551 -3.32709 -4.26660
H -1.43224 -2.29257 -5.67793
H -1.83419 -3.95773 -5.67275
H -3.52843 -3.42595 -3.69080
H -3.87889 -2.32135 -4.98558
H -3.06653 -0.78725 -4.05134
```

Energy relative to the best compared isomer or geometry (same formula, charge and spin): 2.844 eV
SMILES: COC[C@H](C)N.COC[C@H](C)N.COC[C@H](C)N.COC[C@H](C)N.COC[C@H](C)N.COC[C@H](C)N.COC[C@H](C)N.COC[C@H](C)N.COC[C@H](C)N.CCO.CCO.CCO



3 unconnected molecules or ions with the total composition C15H27FN2O3SSi in a non-equilibrium geometry, computed with ωB97M-V with the def2-TZVPD basis set.

Structure (XYZ):
```
50
Properties=species:S:1:pos:R:3
C 4.69548 -0.92503 2.94341
C 4.25653 -0.20753 1.61979
F 3.22253 0.72613 1.84358
C 3.79435 -1.23173 0.50261
Si 2.08856 -1.97764 0.89644
S 1.25436 -3.13226 -0.75885
C 2.09329 -3.20073 2.38281
O 0.81362 -3.87458 2.34440
C -0.16207 -3.15371 3.11275
O -1.43124 -3.15946 2.51237
C -1.69138 -1.96145 1.79170
C -1.88520 -0.69572 2.68762
O -0.68023 0.07441 2.79813
H 3.91192 -0.70031 3.70835
H 5.69597 -0.54594 3.23855
H 4.72053 -2.02443 2.75877
H 5.09332 0.39752 1.19396
H 4.59516 -1.99864 0.35162
H 3.77262 -0.62594 -0.44273
H 1.09205 -0.91939 1.16560
H 1.75274 -2.48788 -1.86381
H 2.30448 -2.71273 3.36135
H 2.90082 -3.94592 2.15399
H 0.22212 -2.14331 3.38275
H -0.26967 -3.72119 4.07513
H -2.65974 -2.11097 1.25265
H -0.93985 -1.71966 1.00400
H -2.32705 -0.96539 3.68022
H -2.64910 -0.04725 2.17695
H -0.77738 0.73431 3.48949
C 0.70089 1.59574 -1.02983
C 0.27188 2.78488 -1.67396
C -0.17091 2.43607 -2.92502
N -0.02137 1.08260 -3.06238
C 0.50475 0.56153 -1.91003
H 1.10634 1.50715 -0.03344
H 0.28529 3.78329 -1.26649
H -0.57677 3.03162 -3.72636
H -0.26115 0.55350 -3.88094
H 0.69502 -0.49499 -1.81528
C -4.09621 2.51062 -4.71629
C -5.24390 3.34380 -4.74109
C -5.38839 3.87719 -3.48578
N -4.37380 3.39391 -2.70403
C -3.57899 2.56488 -3.44652
H -3.69407 1.93717 -5.53648
H -5.89033 3.53166 -5.58348
H -6.12279 4.55509 -3.08264
H -4.23368 3.61434 -1.73509
H -2.71934 2.08634 -3.00848
```

SMILES: C[C@H](F)C[Si@@H](S)COCOCCO.c1cc[nH]c1.c1cc[nH]c1



Number 1: E -758.92091 a.u.. Number 2: E -3065.82259 a.u.. Number 3: E -1710.48061 a.u..